No. 1
DFT (ωB97M-V with the def2-TZVPD basis set) results for a 7-piece molecular cluster, C31H65BBrO18P2S6 overall.

XYZ file:
```
124
Properties=species:S:1:pos:R:3:forces:R:3
C 1.341247 1.792672 -3.308935 -0.03 -0.12 -0.01
C 2.655020 1.045125 -3.072594 -0.12 0.00 -0.16
C 2.647968 0.384722 -1.692094 -0.12 -0.01 -0.03
C 3.894139 1.926416 -3.358403 0.24 -0.36 0.13
C 4.557518 2.605933 -2.151598 -0.20 0.53 -0.58
B 3.704626 3.768339 -1.429442 -0.49 -0.11 0.44
O 4.544881 4.815347 -0.792760 -0.03 -0.20 0.19
C 3.603671 5.786642 -0.466203 0.05 0.22 -0.25
C 2.752205 5.883191 -1.796903 -0.08 -0.12 -0.25
P 1.008352 6.508235 -1.468974 0.18 0.18 0.22
O 0.663841 5.538052 -0.178896 -0.08 -0.10 -0.16
Br -0.133549 5.437719 -3.085737 -0.01 -0.05 -0.03
P 3.551686 7.141384 -2.869594 0.31 0.16 0.14
O 4.067099 8.346067 -2.179684 -0.16 -0.10 -0.17
O 4.631603 6.282323 -3.640840 -0.17 0.17 -0.10
O 2.458409 7.557152 -3.995530 0.16 -0.18 0.00
O 2.820935 4.622129 -2.369881 0.15 -0.11 0.26
H 0.502542 1.085542 -3.298683 0.01 0.04 0.14
H 1.336183 2.260052 -4.297341 0.04 0.12 0.11
H 1.178195 2.566095 -2.555260 0.02 0.03 -0.08
H 2.678360 0.227707 -3.805741 -0.02 0.06 0.00
H 2.798217 1.119874 -0.900067 0.00 0.01 -0.03
H 3.404595 -0.402119 -1.605885 0.06 0.09 0.01
H 1.674949 -0.088595 -1.532425 0.09 -0.09 0.02
H 3.626796 2.695208 -4.090380 -0.04 -0.02 0.03
H 4.632716 1.277851 -3.850942 0.04 0.09 0.02
H 5.489287 3.070346 -2.519338 -0.13 -0.29 0.37
H 4.855753 1.849059 -1.412868 -1.10 0.34 -0.98
H 2.937376 3.302546 -0.551279 0.08 -0.02 -0.12
H 4.084649 6.732904 -0.209035 -0.08 -0.01 -0.01
H 2.937406 5.453276 0.338111 0.08 0.01 0.03
H -0.273673 5.317532 -0.173066 -0.02 0.01 0.08
H 4.940383 6.622269 -4.502393 0.08 -0.10 0.11
H 2.651859 8.459411 -4.278071 -0.14 0.07 0.09
C 8.322363 3.939462 -3.941990 -0.05 -0.02 -0.19
C 9.274924 4.973415 -4.561107 -0.11 0.03 0.01
C 8.705605 5.366950 -5.936172 0.12 0.09 0.15
S 6.922534 5.116795 -5.802208 -0.07 -0.39 0.61
O 6.527652 4.080794 -6.722180 0.03 0.12 -0.24
O 6.227331 6.387133 -5.805645 0.01 0.42 -0.57
C 6.923125 4.491669 -4.139468 0.08 -0.09 -0.06
H 8.491632 3.774489 -2.883629 0.23 0.03 -0.05
H 8.414947 2.979915 -4.455553 0.04 -0.02 0.05
H 9.311712 5.857480 -3.921209 0.00 0.00 0.01
H 10.290998 4.589863 -4.651265 0.00 0.01 -0.03
H 8.887496 6.407652 -6.194473 -0.04 0.00 -0.05
H 9.055192 4.719653 -6.738188 -0.07 -0.04 0.01
H 6.128823 3.752076 -4.052623 0.04 0.15 -0.14
H 6.711949 5.334083 -3.480864 -0.02 -0.10 0.01
C -1.824801 -2.137739 0.633857 0.08 0.05 0.06
C -2.532484 -0.925407 0.020956 -0.03 0.02 -0.08
C -1.883736 -0.649547 -1.341619 -0.07 0.05 0.07
S -1.272391 -2.241643 -1.926134 -0.10 0.15 0.07
O 0.166668 -2.190719 -1.994571 0.02 -0.12 -0.09
O -2.035329 -2.691452 -3.068119 0.07 -0.06 0.00
C -1.746554 -3.176769 -0.475889 -0.01 -0.01 0.08
H -2.365515 -2.520389 1.498289 -0.05 0.00 -0.03
H -0.816185 -1.860527 0.951206 0.00 -0.02 0.00
H -3.590714 -1.154302 -0.104007 0.01 -0.02 0.01
H -2.462578 -0.052295 0.668033 -0.01 0.01 -0.01
H -2.581829 -0.264553 -2.080868 0.04 -0.02 -0.04
H -1.022132 0.013239 -1.270590 0.05 -0.06 -0.03
H -1.000767 -3.953143 -0.311196 0.03 0.02 -0.08
H -2.720532 -3.618661 -0.672113 -0.02 0.02 0.00
C -3.749993 -6.993460 -1.999311 0.06 0.05 0.04
C -2.715698 -7.798316 -1.199683 -0.03 0.01 -0.02
C -2.635427 -7.174743 0.197633 0.08 -0.11 -0.06
S -4.253081 -6.447272 0.511036 0.09 -0.17 -0.15
O -4.102702 -5.015758 0.606278 -0.02 0.00 0.09
O -4.936247 -7.166239 1.557507 -0.04 0.06 0.04
C -4.961067 -6.839718 -1.085095 0.01 -0.03 -0.14
H -4.019559 -7.489256 -2.930366 0.01 0.01 0.00
H -3.346161 -6.009458 -2.248966 -0.02 0.00 -0.02
H -3.038468 -8.838706 -1.122993 -0.02 0.01 0.01
H -1.740096 -7.790999 -1.683031 0.00 0.00 0.00
H -2.433628 -7.897759 0.984077 -0.01 0.05 0.04
H -1.910460 -6.363999 0.242816 -0.06 0.05 0.02
H -5.636482 -6.035719 -1.369889 0.00 0.02 0.08
H -5.510211 -7.774830 -0.974067 0.00 0.00 0.02
C -7.226525 -3.750821 3.503380 0.05 0.11 0.01
C -8.203427 -2.567605 3.516692 0.08 0.05 -0.10
C -7.544475 -1.421416 2.739148 -0.10 0.00 0.11
S -6.446812 -2.199229 1.539387 -0.03 -0.09 -0.03
O -5.081767 -1.845687 1.848771 -0.05 0.07 0.04
O -6.947207 -1.998021 0.201243 0.02 0.04 -0.02
C -6.743378 -3.881046 2.065070 -0.01 -0.08 0.05
H -7.695711 -4.670054 3.850234 -0.01 0.01 0.01
H -6.381722 -3.537072 4.161896 0.01 -0.03 0.00
H -9.135744 -2.856926 3.026898 0.00 -0.01 0.00
H -8.449901 -2.268166 4.530100 0.00 0.01 -0.08
H -8.256543 -0.805133 2.195632 0.06 0.02 -0.05
H -6.924331 -0.793447 3.376685 0.06 -0.03 -0.03
H -5.814290 -4.426657 1.926955 -0.05 0.02 0.04
H -7.519318 -4.283088 1.412453 0.00 0.01 -0.01
C 6.776480 0.108013 0.573308 0.12 0.05 -0.05
C 8.236405 -0.121286 0.991113 -0.02 -0.03 -0.01
C 9.120520 0.292838 -0.190792 0.02 -0.13 0.13
S 8.191251 1.557877 -1.082190 -0.44 -0.05 0.55
O 7.872888 1.057414 -2.395407 0.18 0.02 -0.14
O 8.852775 2.829847 -0.916505 0.18 0.03 -0.14
C 6.727228 1.495190 -0.056037 0.39 -0.24 0.36
H 6.094900 0.037716 1.419519 -0.01 -0.01 0.00
H 6.477746 -0.642095 -0.162151 -0.04 -0.01 -0.01
H 8.467614 0.498275 1.860000 -0.01 0.03 -0.01
H 8.420252 -1.158793 1.269239 0.02 -0.01 0.01
H 10.070297 0.725034 0.113896 0.02 0.02 -0.06
H 9.290612 -0.527054 -0.886356 -0.04 0.02 -0.04
H 5.854055 1.675656 -0.682776 0.87 -0.05 0.53
H 6.821636 2.285588 0.687865 0.02 0.05 -0.02
C -9.644777 -2.989637 9.895789 0.03 0.05 -0.01
C -10.346766 -1.726170 9.379921 0.00 -0.03 -0.01
C -9.670710 -1.332569 8.062576 -0.06 0.07 0.09
S -9.038631 -2.862505 7.346953 -0.27 0.01 0.21
O -7.600875 -2.797130 7.297922 0.01 -0.02 -0.09
O -9.798216 -3.196484 6.168582 0.04 -0.05 -0.01
C -9.538394 -3.927812 8.699322 0.05 -0.02 0.16
H -10.193474 -3.453249 10.714344 0.00 0.01 0.00
H -8.646010 -2.739508 10.259679 0.00 -0.02 0.00
H -11.402192 -1.942280 9.203455 0.00 -0.01 -0.01
H -10.294838 -0.911569 10.100664 -0.01 0.00 0.00
H -10.356825 -0.885526 7.347687 0.06 0.00 -0.06
H -8.815007 -0.678087 8.217783 0.04 -0.04 -0.03
H -8.795552 -4.714202 8.811707 0.01 0.01 -0.07
H -10.504607 -4.354821 8.432475 0.01 0.00 -0.04
```
Positions in Å, forces in eV/Å.

Its net charge is -1. The multiplicity is 1.

These are the Mulliken partial charges, in e, on atoms 1 to 99: -1.4937 0.7106 -1.1505 -1.0334 0.5370 1.6254 -0.7586 -1.1274 0.5449 -0.0708 -0.4567 -0.3084 0.5551 -0.8177 -0.1158 -0.4874 -0.3851 0.3844 0.3957 0.1293 0.4843 0.0640 0.2491 0.2317 0.2841 0.5112 -0.8316 1.1269 -0.3611 0.3257 0.3836 0.2993 0.3804 0.3129 -0.0946 -0.8225 -0.7671 1.3035 -0.7175 -0.8779 -0.3136 -0.0988 0.4146 0.3093 0.4072 0.3857 0.3540 0.0140 0.4953 -0.8115 -0.5042 -0.5183 1.1288 -0.6096 -0.7353 -0.2334 0.2896 0.4203 0.0709 0.4808 0.4326 0.1659 0.3950 0.0040 -0.5149 -0.6291 -0.5636 1.2265 -0.5933 -0.7816 -0.7920 0.3463 0.2519 0.2990 0.3596 0.3849 0.2009 0.4194 0.4057 -0.7348 0.0676 -0.9682 1.3838 -0.6274 -0.7615 -0.1414 0.4101 0.2954 0.2809 -0.2266 0.3832 0.3906 -0.1548 0.4069 -0.6838 -0.6309 -0.9014 1.4742 -0.6853

***

No. 2
DFT (ωB97M-V with the def2-TZVPD basis set) results for a 4-piece molecular cluster, C31H67BF4IN3O20P3 overall.

XYZ file:
```
130
Properties=species:S:1:pos:R:3:forces:R:3
C -0.758190 1.986468 2.215801 -0.07 0.37 -0.21
N -2.137416 1.738122 1.721409 0.68 -0.17 -0.51
C -2.109455 0.720552 0.667332 0.14 0.66 -0.37
C -3.496271 0.418459 0.003721 0.41 -0.20 0.30
I -5.009968 0.982068 1.500214 -0.12 -0.01 -0.08
C -3.625963 1.317394 -1.241299 -0.98 0.61 1.03
C -5.043663 1.724152 -1.682144 -0.01 0.23 -0.61
C -5.380709 3.160547 -1.246239 -0.34 -0.17 -0.82
C -6.820834 3.353718 -0.933051 -0.55 -0.06 -0.76
F -7.240236 4.642378 -1.016189 0.55 0.43 1.72
C -7.713273 2.434219 -0.487869 0.47 0.03 -0.28
F -8.262258 2.377780 0.701772 -1.27 0.85 -0.33
F -8.132524 1.429056 -1.240957 0.94 -1.07 0.59
N -2.820221 0.810529 -2.414513 -0.65 -0.12 0.37
F -1.711657 1.620069 -2.559659 0.09 -0.13 -0.09
C -2.449011 -0.654422 -2.473837 1.11 -1.28 -0.85
C -2.567520 -1.045348 -3.965729 -0.02 -0.02 -0.48
C -2.091229 -2.471821 -4.324149 -0.25 0.30 -0.18
C -0.912801 -2.531970 -5.314829 -0.52 -0.68 0.14
C -0.058691 -3.779609 -5.099962 -0.39 0.32 -0.28
O -0.892015 -4.935146 -4.871474 0.28 -0.12 0.18
C -0.684070 -5.546821 -3.682209 0.10 -0.98 0.31
O -0.519263 -6.723667 -3.549898 -0.34 0.69 -0.27
C -0.978593 -0.897134 -2.091658 0.65 0.75 0.41
O -0.115703 -0.462702 -3.117670 -0.14 -0.05 -0.19
C 1.236012 -0.654680 -2.792139 0.25 0.08 -0.04
O 1.701139 0.331558 -1.919171 -0.34 -0.15 0.29
C 2.160678 -0.186201 -0.672028 0.30 -0.09 0.06
C 2.702364 0.943659 0.194248 0.47 0.07 -0.13
O 3.911526 0.582571 0.839595 -0.12 -0.20 0.26
C -3.334145 -1.545770 -1.572407 -0.85 0.05 0.40
C -4.572771 -2.081830 -2.275661 -0.63 0.04 -0.17
O -5.320845 -0.993384 -2.775409 0.33 -0.01 -0.08
C -6.416738 -1.382986 -3.590714 -0.23 0.37 -0.16
N -3.758609 -0.962022 -0.294624 0.42 0.59 0.03
B -3.753048 -1.925681 0.847740 0.15 -0.04 0.72
O -2.523615 -2.401876 1.316737 -0.19 -0.01 -1.11
O -4.900763 -2.383409 1.421457 -0.13 -0.04 -0.77
C -5.296426 -3.716793 1.068717 0.10 0.05 0.42
H -0.073025 1.202809 1.898183 -0.04 -0.22 0.28
H -0.746411 2.110300 3.294229 -0.01 -0.22 0.08
H -0.362524 2.908127 1.782150 0.05 0.04 0.03
H -2.362558 2.592196 1.220227 -0.49 0.14 0.39
H -1.606666 -0.181429 1.007072 -0.33 -0.14 0.27
H -1.480511 1.145675 -0.131966 0.12 -0.40 -0.17
H -3.157959 2.253092 -0.939583 0.41 -0.01 -0.39
H -5.788044 1.005265 -1.360635 0.14 -0.13 0.13
H -5.106130 1.745638 -2.774637 -0.01 -0.26 -0.04
H -5.083411 3.879830 -2.012500 0.17 -0.05 -0.04
H -4.834926 3.417491 -0.330736 -0.07 0.00 0.09
H -3.377288 0.992628 -3.255972 0.02 0.07 -0.03
H -1.979055 -0.349192 -4.564946 0.12 0.16 0.22
H -3.595875 -0.924070 -4.302330 -0.11 0.07 0.22
H -2.926624 -2.966421 -4.816058 -0.03 -0.16 0.10
H -1.910279 -3.073188 -3.434533 0.17 0.09 0.10
H -0.307760 -1.630268 -5.300118 0.13 -0.02 0.07
H -1.353120 -2.641332 -6.306035 0.10 0.27 -0.13
H 0.461264 -3.992937 -6.030237 0.39 -0.06 0.17
H 0.652068 -3.672711 -4.279185 0.06 0.07 0.01
H -0.724477 -4.886278 -2.793746 0.18 0.24 -0.23
H -0.808932 -1.964669 -1.934354 -0.32 -0.10 0.03
H -0.698173 -0.391870 -1.166702 -0.22 -0.03 0.12
H 1.376137 -1.653389 -2.357865 0.00 -0.04 0.05
H 1.797540 -0.592874 -3.722226 -0.12 0.10 -0.13
H 2.974620 -0.892480 -0.870175 0.05 -0.02 0.04
H 1.383275 -0.755248 -0.149296 -0.16 0.06 -0.09
H 2.884444 1.820056 -0.432735 -0.21 0.01 -0.13
H 2.012538 1.216596 0.989281 -0.10 0.06 -0.04
H 4.400355 -0.026783 0.277730 0.14 0.05 -0.03
H -2.732829 -2.433202 -1.347601 0.19 0.05 -0.11
H -4.344744 -2.785298 -3.082296 0.21 0.06 -0.05
H -5.184219 -2.633964 -1.553932 0.14 -0.03 0.16
H -7.338163 -1.458429 -3.012339 0.05 -0.20 0.14
H -6.568058 -0.598617 -4.330730 0.02 0.03 -0.03
H -6.222253 -2.316602 -4.120595 0.04 -0.08 0.06
H -2.363578 -3.287650 0.973942 0.27 -0.24 0.58
H -4.540998 -4.203568 0.444137 -0.07 -0.10 -0.07
H -6.242981 -3.674403 0.535576 -0.03 -0.03 -0.07
H -5.413762 -4.310823 1.971241 -0.04 0.00 0.05
C -7.125710 3.447852 4.764578 -0.13 -0.10 0.00
O -6.063819 2.730170 5.435370 -0.49 2.39 0.19
P -6.004148 2.829011 7.037606 0.40 -4.08 1.36
O -4.672004 2.388557 7.459322 0.26 0.49 -0.17
O -7.142197 1.715972 7.345186 0.02 0.17 0.26
C -6.834353 0.345928 7.094829 -0.07 -0.09 -0.09
O -6.618268 3.938870 7.969142 -0.23 1.12 -1.69
C -6.496278 3.708641 9.384901 0.04 0.18 0.38
H -7.094051 3.197982 3.706934 0.15 -0.08 0.03
H -8.098412 3.155363 5.164356 0.03 -0.01 0.04
H -6.986989 4.521729 4.882802 -0.02 0.00 -0.04
H -5.759077 0.170262 7.122972 0.00 0.04 0.01
H -7.233728 0.042118 6.125397 0.03 0.03 -0.02
H -7.315211 -0.244325 7.872552 -0.01 0.01 0.00
H -5.460336 3.816724 9.695403 0.04 -0.07 -0.10
H -6.871585 2.722626 9.647811 0.01 -0.04 -0.11
H -7.102376 4.469788 9.867835 -0.03 0.02 -0.09
C 5.560523 -2.428203 3.914530 0.08 -0.17 0.16
O 5.791559 -2.965856 2.593909 -0.02 2.95 0.78
P 7.033528 -2.415374 1.692473 1.57 -4.48 -2.88
O 6.615916 -2.892366 0.355122 -0.26 0.28 0.07
O 8.165212 -3.300528 2.428085 0.21 0.27 -0.12
C 8.074217 -4.725229 2.352662 -0.07 -0.12 0.19
O 7.995742 -1.175265 1.427026 -1.51 1.34 2.02
C 9.006688 -1.366394 0.423430 0.40 0.16 -0.50
H 4.750898 -2.999479 4.359763 -0.01 -0.05 -0.08
H 6.451926 -2.531909 4.536364 0.01 0.00 -0.03
H 5.268440 -1.380118 3.860220 -0.03 -0.01 -0.01
H 7.503344 -5.038096 1.478756 -0.02 0.05 -0.01
H 7.613525 -5.122900 3.257449 -0.04 0.02 -0.01
H 9.089697 -5.108238 2.277398 0.01 0.04 0.00
H 8.556116 -1.407840 -0.564999 -0.15 -0.10 0.06
H 9.580802 -2.272113 0.605715 -0.13 -0.05 0.13
H 9.672063 -0.506492 0.470090 -0.09 0.05 0.17
C 12.154288 5.098096 -2.026406 0.02 0.09 -0.22
O 12.065814 3.674496 -1.803578 -0.61 1.64 2.10
P 10.673092 3.016586 -1.345243 -0.90 -3.39 -3.01
O 10.969705 1.680335 -0.817207 0.59 0.06 0.25
O 10.037592 3.030128 -2.847030 -0.17 -0.25 0.09
C 10.613004 2.171343 -3.831019 0.10 0.11 -0.11
O 9.297323 3.497941 -0.678666 1.20 1.71 0.42
C 8.321701 2.439907 -0.769486 -0.61 -0.12 0.40
H 13.148108 5.302097 -2.412939 0.03 -0.10 0.02
H 11.412305 5.419053 -2.759573 -0.02 -0.06 0.02
H 12.015609 5.644895 -1.095182 0.02 -0.02 0.01
H 11.122508 1.324874 -3.369888 0.00 0.02 0.03
H 11.314573 2.727062 -4.454776 0.04 -0.01 0.03
H 9.801684 1.804232 -4.457781 -0.01 0.01 0.01
H 8.601978 1.616579 -0.119305 0.06 0.01 -0.01
H 8.215371 2.093159 -1.793843 0.10 0.04 -0.02
H 7.373562 2.856311 -0.436024 0.11 0.18 0.04
```
Positions in Å, forces in eV/Å.

Its net charge is +1. The multiplicity is 1.

These are the Mulliken partial charges, in e, on atoms 1 to 99: -0.9045 -0.3809 -1.3317 -1.3657 0.3909 0.0424 -1.2090 -0.5401 0.2852 -0.3110 0.2201 -0.1872 -0.1963 1.0744 -0.2525 1.0445 -2.4158 -1.2873 -0.8108 -0.6739 -0.3544 0.2008 -0.4461 -1.2348 -0.2396 -0.7140 -0.3927 -0.1332 -0.1759 -0.4958 -1.4367 -1.3809 -0.0702 -0.9651 1.1596 0.6948 -0.5475 -0.3243 -0.7025 0.1871 0.3874 0.3741 0.3181 0.5327 0.9560 0.5436 0.4424 0.3197 0.3888 0.3261 0.8277 1.0050 0.9166 0.8846 -0.0095 0.4097 0.4650 0.3921 0.3090 0.2911 0.8804 0.1658 0.4984 0.3692 0.4184 0.1732 0.2355 -0.0011 0.3172 0.8547 0.5725 0.4918 0.2756 0.2990 0.3759 0.3170 0.3042 0.2509 0.2738 -0.5089 0.0664 0.9093 -0.7239 -0.3402 -0.6408 -0.3666 -0.6198 0.0122 0.3285 0.3279 0.3379 0.1972 0.2480 0.2741 0.2789 0.2465 -0.7144 -0.2760 1.1324

***

The E results, record by record, are as follows: -224369.2770, -126157.6524 eV.
The strongest force on any atom results, record by record, are as follows: 1.52, 5.55 eV/Å.